DFT (ωB97M-V/def2-TZVPD) results for a structure of composition C62H70NO4P3PtSi.

The geometry in XYZ format:
```
142
Properties=species:S:1:pos:R:3:forces:R:3:lowdin_spin:R:1
Pt 0.27063 0.57183 0.52377 0.163 0.424 0.067 0.37
C -0.81832 3.57993 -0.69747 -0.076 0.072 0.013 0.00
N -2.07870 3.30558 -0.01626 0.063 0.050 -0.157 0.00
C -1.99396 3.19087 1.42355 -0.038 0.039 0.099 0.02
P -0.82890 1.85910 2.03995 -0.162 -0.008 0.168 0.08
C -1.96741 1.01778 3.19370 0.117 -0.072 0.141 0.01
C -3.18665 0.56070 2.69155 -0.006 -0.002 -0.081 0.01
C -4.10023 -0.06665 3.52075 0.009 0.018 -0.013 0.00
C -3.79528 -0.28639 4.85728 0.024 -0.013 0.015 0.01
C -2.56437 0.11362 5.35302 -0.016 0.010 0.017 0.00
C -1.65639 0.76483 4.52818 -0.078 0.063 -0.043 0.01
C 0.26100 2.86367 3.11261 -0.012 -0.031 0.008 0.01
C 1.62558 2.89877 2.84273 -0.011 -0.087 0.006 0.00
C 2.46942 3.71068 3.59101 -0.003 -0.007 0.002 0.00
C 1.95682 4.49115 4.61430 0.017 0.002 -0.007 0.00
C 0.59551 4.46263 4.89243 -0.020 -0.008 -0.007 0.00
C -0.24673 3.65655 4.14461 0.003 -0.009 -0.024 0.00
C -3.21566 4.04085 -0.46446 -0.025 -0.050 -0.030 0.00
C -3.16425 5.40975 -0.70568 -0.004 -0.002 -0.011 0.00
C -4.29644 6.08260 -1.14332 -0.010 -0.004 -0.003 0.00
C -5.48758 5.39639 -1.32901 0.006 0.007 -0.002 0.00
C -5.54127 4.03083 -1.08269 0.004 -0.016 0.009 0.00
C -4.40875 3.35382 -0.65874 0.003 0.024 0.010 0.00
P -0.23416 1.92136 -1.23902 -0.101 -0.121 -0.129 0.05
C -1.56256 1.51152 -2.41103 0.051 -0.026 -0.017 0.00
C -2.36817 0.42523 -2.08438 -0.003 0.006 -0.069 0.00
C -3.45422 0.10465 -2.89144 -0.016 0.012 -0.020 0.00
C -3.73496 0.86148 -4.01896 0.000 -0.008 0.032 0.00
C -2.92986 1.94735 -4.34707 0.015 0.016 0.000 0.00
C -1.84852 2.27302 -3.54366 -0.033 0.003 0.004 0.00
C 1.22635 2.29899 -2.26018 0.039 -0.072 0.007 0.02
C 2.27065 3.01421 -1.67368 0.031 -0.009 -0.006 0.01
C 3.47273 3.18688 -2.34091 -0.014 0.000 0.016 0.00
C 3.65888 2.62955 -3.59900 -0.008 -0.013 0.006 0.01
C 2.62994 1.91127 -4.18837 0.006 0.006 0.011 0.00
C 1.42115 1.75005 -3.52464 -0.045 0.084 -0.015 0.01
H -0.08633 4.08528 -0.05469 0.014 -0.030 -0.010 0.00
H -0.98911 4.20632 -1.57432 -0.003 -0.008 0.037 0.00
H -2.98604 2.93337 1.79416 0.028 0.045 0.008 0.00
H -1.70465 4.14354 1.89749 0.046 -0.012 -0.032 0.00
H -3.41477 0.67831 1.63807 0.024 -0.015 -0.017 0.00
H -5.04573 -0.40418 3.11530 -0.010 0.004 -0.002 0.00
H -4.50912 -0.77928 5.50464 -0.006 -0.008 0.006 0.00
H -2.31162 -0.06401 6.39068 0.002 -0.004 0.005 0.00
H -0.71683 1.10452 4.94157 0.069 -0.003 0.003 0.00
H 2.01520 2.26576 2.05236 0.003 0.024 0.000 0.00
H 3.52990 3.72415 3.37539 0.011 0.001 0.000 0.00
H 2.61476 5.12098 5.19927 0.006 0.003 0.004 0.00
H 0.19152 5.06854 5.69291 -0.006 0.009 0.010 0.00
H -1.30656 3.63665 4.37023 -0.018 0.005 0.000 0.00
H -2.23603 5.94748 -0.55403 0.009 0.011 0.006 0.00
H -4.24858 7.14695 -1.33411 0.002 0.011 0.000 0.00
H -6.36926 5.92246 -1.66999 -0.011 0.007 -0.007 0.00
H -6.46378 3.48731 -1.23977 -0.013 -0.009 -0.002 0.00
H -4.41894 2.28258 -0.49910 -0.004 -0.021 0.001 0.00
H -2.14230 -0.17071 -1.20114 -0.014 0.019 0.038 0.00
H -4.07758 -0.74096 -2.62567 0.008 0.008 0.019 0.00
H -4.58345 0.61293 -4.64417 -0.014 -0.003 -0.015 0.00
H -3.15017 2.54245 -5.22391 -0.004 0.007 -0.012 0.00
H -1.22617 3.12302 -3.80079 0.012 0.017 -0.007 0.00
H 2.15993 3.41078 -0.67077 -0.021 -0.005 0.020 0.00
H 4.27208 3.74482 -1.87026 0.012 0.004 0.002 0.00
H 4.60307 2.74885 -4.11350 0.016 0.006 -0.008 0.00
H 2.76787 1.47081 -5.16749 0.000 -0.005 -0.019 0.00
H 0.62106 1.19333 -3.99682 -0.010 -0.009 -0.001 0.00
C 6.50333 -2.21669 -2.43435 -0.005 0.001 -0.004 0.00
C 5.35994 -2.94703 -2.71602 -0.001 -0.007 0.005 0.00
C 4.13177 -2.55261 -2.19687 0.010 0.029 0.021 0.01
C 4.02364 -1.41855 -1.39641 -0.007 -0.013 -0.024 0.06
C 5.18184 -0.68085 -1.14045 -0.011 0.000 -0.006 0.01
C 6.41030 -1.08032 -1.63972 -0.004 0.003 0.006 0.00
P 2.44749 -0.71836 -0.70332 0.046 -0.048 0.140 0.15
C 1.25703 -1.97501 -1.36443 0.023 0.002 0.085 0.04
C 0.93487 -3.01388 -0.58967 0.022 0.057 0.092 0.20
C -1.32880 -3.68234 -1.50190 -0.057 0.017 0.101 0.07
C -1.30306 -3.03971 -2.82115 0.087 0.103 -0.007 0.27
C -0.38282 -2.15239 -3.30721 0.040 -0.073 0.091 0.01
C 0.76289 -1.66433 -2.66489 -0.055 0.015 -0.187 0.31
C 2.58837 -1.11988 1.06881 -0.102 0.101 -0.051 0.03
C 3.58473 -1.87793 1.67716 -0.040 0.009 0.014 0.01
C 3.58901 -2.00649 3.06022 -0.043 0.030 0.010 0.00
C 2.59705 -1.37816 3.80473 0.036 -0.044 -0.031 0.00
C 1.59828 -0.64029 3.17960 -0.080 -0.073 -0.030 0.00
C 1.55236 -0.48212 1.79395 0.170 -0.250 -0.201 0.06
H 7.46042 -2.52469 -2.83507 0.002 -0.002 -0.001 0.00
H 5.42117 -3.83031 -3.34020 0.000 -0.004 -0.003 0.00
H 3.24965 -3.13724 -2.42471 -0.020 -0.007 -0.011 0.00
H 5.11279 0.21854 -0.53768 -0.002 0.019 0.011 0.00
H 7.29689 -0.49985 -1.41749 0.004 0.002 0.000 0.00
H 1.27397 -3.16131 0.42199 -0.036 0.016 0.025 0.01
H -1.82719 -4.64867 -1.56440 -0.008 0.048 -0.022 0.01
H -2.16195 -3.26595 -3.44221 -0.026 0.059 0.017 0.01
H -0.57911 -1.74619 -4.29328 -0.016 0.001 -0.003 -0.01
H 1.31000 -0.88195 -3.18187 -0.025 -0.057 -0.010 0.02
H 4.35964 -2.34795 1.08176 0.010 -0.012 -0.003 0.00
H 4.36119 -2.58347 3.55348 0.009 -0.006 0.004 0.00
H 2.59935 -1.46982 4.88496 0.001 0.002 0.008 0.00
H 0.82732 -0.19529 3.79517 -0.053 0.054 0.061 0.00
C -4.55288 -5.13506 -0.28504 -0.015 -0.007 0.048 0.00
C -4.82229 -3.75250 -0.87263 -0.086 -0.071 0.015 0.00
C -6.13133 -3.19844 -0.31592 0.022 -0.039 -0.012 0.00
C -4.89795 -3.84626 -2.39497 -0.002 -0.014 0.015 0.00
O -3.82174 -2.81024 -0.53309 0.130 0.138 -0.050 0.00
Si -2.25368 -2.79544 -0.01251 -0.021 -0.146 -0.019 0.02
O -1.73252 -1.38586 0.34633 0.059 0.077 0.026 0.01
O 0.04797 -4.04882 -1.00619 -0.057 0.106 -0.050 0.03
C 0.63542 -5.41066 -1.34008 0.016 -0.033 0.029 0.01
C -0.40881 -6.42960 -0.91422 0.057 -0.060 -0.015 0.00
C 1.89588 -5.55236 -0.50713 0.006 -0.070 -0.009 0.01
C 0.92725 -5.41817 -2.82330 0.032 -0.057 -0.036 0.00
O -2.00541 -4.04542 1.05839 -0.017 -0.067 -0.046 0.00
C -2.00780 -3.96036 2.49152 0.071 0.056 0.046 0.00
C -0.85561 -3.07000 2.94458 0.006 0.009 0.010 0.00
C -3.33480 -3.37846 2.96580 0.031 0.006 -0.017 0.00
C -1.83473 -5.38743 2.99636 0.008 0.057 -0.031 0.00
H -5.31390 -5.83286 -0.63645 -0.031 -0.034 -0.002 0.00
H -4.57892 -5.10989 0.80381 0.023 0.003 -0.019 0.00
H -3.57310 -5.51394 -0.58172 -0.032 -0.003 -0.011 0.00
H -6.95900 -3.88533 -0.49963 -0.020 -0.006 -0.013 0.00
H -6.35951 -2.23843 -0.78028 0.009 0.016 0.001 0.00
H -6.03285 -3.04441 0.75957 -0.003 -0.013 -0.001 0.00
H -5.76455 -4.43189 -2.70462 -0.024 -0.008 -0.010 0.00
H -4.00621 -4.33076 -2.79926 0.001 0.001 0.008 0.00
H -4.97711 -2.84714 -2.82501 -0.006 -0.017 -0.015 0.00
H -0.87490 -6.11906 0.02076 -0.021 -0.003 0.042 0.00
H 0.08547 -7.38794 -0.75756 0.012 -0.015 -0.019 0.00
H -1.17825 -6.57807 -1.67112 -0.006 -0.005 0.003 0.00
H 1.67421 -5.49690 0.55888 0.000 0.009 0.008 0.00
H 2.64747 -4.80541 -0.75991 -0.011 -0.022 0.011 0.00
H 2.31155 -6.53751 -0.71783 0.006 -0.018 -0.002 0.00
H 0.01595 -5.29426 -3.40764 0.024 0.006 0.009 0.00
H 1.37559 -6.37794 -3.08466 0.004 -0.011 -0.002 0.00
H 1.62705 -4.62425 -3.08536 -0.016 0.002 -0.010 0.00
H -0.94972 -2.08191 2.49212 0.010 0.006 -0.001 0.00
H 0.10596 -3.49474 2.64298 -0.003 -0.006 -0.029 0.00
H -0.84947 -2.96418 4.03119 -0.005 -0.026 0.041 0.00
H -3.49333 -2.40304 2.50539 -0.002 -0.007 -0.009 0.00
H -3.33001 -3.23774 4.04840 0.006 -0.024 -0.001 0.00
H -4.16574 -4.03554 2.70418 -0.020 -0.013 -0.015 0.00
H -0.87702 -5.79159 2.66106 0.004 -0.005 -0.008 0.00
H -2.63557 -6.02381 2.61487 -0.007 -0.004 -0.002 0.00
H -1.85439 -5.41680 4.08668 0.001 0.010 0.017 0.00
```
Positions in Å, forces in eV/Å.

The expectation value of S² is 2.05. As for the spin multiplicity: 3. The strongest force on any atom comes out at 0.460 eV Å⁻¹. The value obtained for the total energy is -4193.19338 Eh.



DFT (ωB97M-V/def2-TZVPD) results for a cluster of 2 separate species, C6H12 in total.

The geometry in XYZ format:
```
18
Properties=species:S:1:pos:R:3:forces:R:3:mulliken_charge:R:1
C 0.99172 1.73396 0.67733 -0.137 0.278 -0.108 -0.90
C 0.07489 1.04912 0.00538 -0.108 0.072 0.222 -0.15
C -1.04867 0.30524 0.70276 -0.116 0.170 0.013 -0.34
C -2.12209 -0.30412 -0.20522 0.003 0.053 -0.005 -1.21
H 1.74053 2.33116 0.16541 0.012 -0.169 0.097 0.32
H 1.03456 1.69829 1.76716 -0.093 0.162 -0.217 0.27
H 0.10708 1.00008 -1.08533 -0.117 0.266 0.292 0.38
H -1.50991 1.08894 1.30698 -0.254 -0.207 0.195 0.39
H -0.68806 -0.45677 1.41385 0.131 0.255 -0.290 0.29
H -2.44252 0.41952 -0.96269 0.019 -0.092 0.087 0.33
H -1.78537 -1.20836 -0.72675 0.004 0.237 0.107 0.28
H -3.00271 -0.57412 0.38920 0.145 0.016 -0.137 0.34
C 1.96412 -0.89452 -0.29112 0.028 -0.072 -0.067 -0.50
C 0.96983 -1.54248 -0.87865 0.136 -0.175 0.000 -0.64
H 2.08665 -0.88713 0.78989 0.070 -0.256 -0.212 0.26
H 2.62211 -0.21681 -0.83346 -0.080 -0.297 0.007 0.31
H 0.25373 -2.11556 -0.29554 0.204 -0.078 -0.119 0.29
H 0.75411 -1.42644 -1.93918 0.155 -0.163 0.135 0.28
```
Positions in Å, forces in eV/Å.

Its energy above the lowest of the compared OMol25 structures with the same formula, charge and spin is 56.7 kcal/mol. The strongest force on any atom comes out at 0.412 eV Å⁻¹. The value obtained for the total energy is -235.72787 Eh. The SMILES is C=CCC.C=C.